Version 1
Molecular formula: C45H117N3O24
Method: DFT, the ωB97M-V functional and the def2-TZVPD basis

```
189
Properties=species:S:1:pos:R:3:lowdin_charge:R:1
O 1.8005 -3.9454 -7.8025 -0.05
H 2.0888 -4.8355 -8.0047 0.03
H 2.5893 -3.5029 -7.4893 0.03
O -2.9364 -8.9183 -2.6946 -0.06
H -2.4768 -8.6379 -1.9031 0.03
H -2.8188 -9.8680 -2.7167 0.03
O 6.8573 2.9903 -1.0215 -0.05
H 7.2741 3.7129 -0.5520 0.03
H 6.7038 2.3250 -0.3506 0.03
C 9.3507 1.5245 -6.7465 -0.02
C 8.2899 2.5915 -7.2391 -0.43
C 8.5884 2.9506 -8.7273 -0.15
C 7.5237 3.7333 -9.4707 -0.19
C 6.2054 2.9503 -9.4445 -0.12
C 5.7893 2.5722 -7.9314 -0.48
N 6.8641 2.0077 -7.1362 -0.13
O 6.4131 1.4698 -5.9154 0.00
C 5.2054 3.8132 -7.2349 -0.04
C 4.6560 1.4733 -8.1045 -0.03
C 8.3846 3.9090 -6.4686 -0.04
H 9.1984 1.3172 -5.6873 0.07
H 10.3915 1.7661 -6.9622 0.08
H 9.1921 0.5915 -7.2873 0.08
H 9.5506 3.4182 -8.9359 0.12
H 8.7307 2.0397 -9.3088 0.12
H 7.8611 3.8585 -10.4996 0.11
H 7.2677 4.6948 -9.0257 0.10
H 6.2788 2.0257 -10.0170 0.11
H 5.3505 3.4805 -9.8641 0.11
H 5.9328 4.6131 -7.0963 0.06
H 4.4188 4.3074 -7.8051 0.08
H 4.6811 3.5373 -6.3201 0.08
H 5.2176 0.6271 -8.5002 0.08
H 4.2580 1.1153 -7.1551 0.07
H 3.8030 1.7638 -8.7177 0.08
H 7.8777 3.9048 -5.5037 0.08
H 7.9185 4.6562 -7.1109 0.05
H 9.3780 4.3332 -6.3226 0.09
H 6.7540 2.1415 -5.3202 0.08
C -2.4060 -1.1143 2.9849 -0.02
C -1.5899 -0.5911 1.7031 -0.46
C -0.0892 -0.7333 2.0530 -0.16
C 0.8512 -0.5232 0.8890 -0.17
C 0.5001 -1.5915 -0.1689 -0.12
C -0.9917 -1.4067 -0.6820 -0.47
N -1.8814 -1.3590 0.5076 -0.13
O -3.2585 -1.3749 0.1938 -0.01
C -1.1714 -0.1292 -1.5312 -0.03
C -1.2366 -2.6885 -1.4892 -0.05
C -1.9514 0.9222 1.3956 -0.03
H -3.4769 -1.1470 2.7847 0.07
H -2.1549 -0.5721 3.8966 0.08
H -2.2260 -2.1810 3.1185 0.07
H 0.1742 -0.1601 2.9419 0.12
H -0.0622 -1.7623 2.4114 0.11
H 1.8652 -0.6565 1.2658 0.11
H 0.7077 0.4937 0.5236 0.10
H 0.7284 -2.5901 0.2035 0.11
H 1.2441 -1.5576 -0.9648 0.11
H -0.7500 -0.2941 -2.5229 0.08
H -2.2293 0.0737 -1.6977 0.09
H -0.7177 0.7772 -1.1304 0.06
H -1.0708 -3.6047 -0.9225 0.08
H -2.1975 -2.7272 -2.0023 0.08
H -0.5020 -2.6576 -2.2939 0.08
H -2.0008 1.6147 2.2360 0.07
H -2.9692 1.0207 1.0182 0.07
H -1.3315 1.3841 0.6271 0.05
H -3.5666 -2.1919 0.5928 0.10
C -0.4178 10.1731 -3.5044 -0.05
C -0.8751 8.8079 -2.9333 -0.49
C 0.0754 8.6077 -1.7529 -0.13
C -0.3412 7.4283 -0.8024 -0.18
C -1.7254 7.7507 -0.3125 -0.15
C -2.7678 7.9072 -1.4662 -0.47
N -2.2690 8.9303 -2.4353 -0.12
O -3.1940 9.4209 -3.3728 0.01
C -3.0986 6.6091 -2.1587 -0.05
C -4.1514 8.3475 -0.8614 -0.04
C -0.6584 7.6699 -4.0124 -0.02
H -0.7856 10.3168 -4.5204 0.07
H 0.6624 10.2826 -3.6010 0.08
H -0.9584 10.9730 -2.9986 0.09
H 1.0916 8.3960 -2.0855 0.12
H 0.0708 9.5314 -1.1743 0.12
H 0.2764 7.2180 0.0707 0.11
H -0.3038 6.4509 -1.2833 0.10
H -1.6811 8.7539 0.1114 0.12
H -2.0656 7.0310 0.4321 0.12
H -3.9959 6.0794 -1.8388 0.08
H -3.2815 6.7567 -3.2231 0.08
H -2.3448 5.8292 -2.0514 0.08
H -5.0193 8.1816 -1.4996 0.08
H -4.2121 7.8518 0.1074 0.08
H -4.1735 9.4010 -0.5823 0.08
H -1.4135 7.7552 -4.7939 0.07
H -0.8569 6.6810 -3.5992 0.06
H 0.3383 7.7377 -4.4485 0.08
H -3.2986 8.7036 -4.0023 0.08
C 4.5446 5.2590 5.6059 -0.29
C 3.9539 4.2886 6.5383 -0.26
O 2.5594 4.4272 6.6816 -0.06
O 4.7648 6.4997 6.2053 -0.05
H 3.8532 5.4488 4.7850 0.13
H 5.4250 4.7753 5.1827 0.12
H 4.3830 4.1502 7.5307 0.13
H 4.1144 3.3929 5.9382 0.12
H 2.2681 5.3210 6.4870 0.08
H 5.0795 7.1798 5.6052 0.09
C -6.7181 -6.2955 -8.3979 -0.28
C -5.9653 -6.4711 -7.1105 -0.21
O -4.7899 -7.3439 -7.2584 -0.08
O -5.7391 -6.1081 -9.3647 -0.06
H -7.3381 -5.4087 -8.2663 0.12
H -7.2868 -7.1555 -8.7515 0.12
H -6.5808 -6.7634 -6.2597 0.12
H -5.6426 -5.4500 -6.9072 0.12
H -4.4626 -7.5389 -6.3772 0.09
H -4.9377 -6.3676 -8.9042 0.06
C 2.5467 -8.6392 -3.9718 -0.22
C 2.0895 -8.8876 -5.4191 -0.26
O 3.0596 -8.3929 -6.2654 -0.06
O 3.7698 -9.3259 -3.6015 -0.07
H 1.7699 -8.8868 -3.2484 0.12
H 2.6484 -7.5664 -3.8082 0.11
H 1.2010 -8.2796 -5.5892 0.13
H 2.0074 -9.9599 -5.5972 0.12
H 3.9119 -8.5279 -5.8447 0.07
H 4.5518 -9.1229 -4.1199 0.07
C -4.0598 -2.7896 11.6860 -0.24
C -4.9793 -3.7569 12.3518 -0.23
O -4.3579 -5.0808 12.4470 -0.07
O -4.1986 -2.7290 10.2606 -0.07
H -3.0546 -2.9310 12.0833 0.13
H -4.2889 -1.7864 12.0455 0.11
H -5.9767 -3.8995 11.9360 0.12
H -5.1879 -3.3532 13.3426 0.11
H -5.0919 -5.6864 12.3199 0.07
H -5.0935 -2.6421 9.9239 0.08
C -7.5780 -4.4159 5.8470 -0.19
C -8.4911 -3.7497 6.8970 -0.23
O -7.8574 -2.5138 7.3077 -0.09
O -7.8205 -3.7123 4.5886 -0.08
H -7.9450 -5.4385 5.7597 0.11
H -6.5369 -4.4224 6.1698 0.12
H -8.4473 -4.3502 7.8056 0.10
H -9.5458 -3.5681 6.6904 0.12
H -8.5058 -1.8509 7.5560 0.08
H -7.7961 -2.7595 4.7040 0.07
C 7.5797 -1.4921 2.9985 -0.24
C 6.9911 -2.1726 4.2213 -0.26
O 7.8940 -2.1305 5.2884 -0.06
O 7.3140 -0.0850 3.0293 -0.08
H 7.0893 -1.9088 2.1187 0.12
H 8.6472 -1.6944 2.9112 0.12
H 6.6772 -3.1876 3.9779 0.12
H 6.0779 -1.6581 4.5204 0.12
H 8.0411 -1.2774 5.7031 0.09
H 7.8582 0.3316 3.7016 0.07
C -8.7681 2.7488 2.6665 -0.24
C -10.1097 3.3126 2.1949 -0.29
O -10.7888 4.0612 3.1352 -0.05
O -8.9528 1.6745 3.5584 -0.06
H -8.1133 3.4888 3.1268 0.12
H -8.2827 2.3911 1.7584 0.12
H -10.7771 2.5140 1.8711 0.12
H -9.9672 3.8864 1.2791 0.11
H -11.6381 4.2261 2.7190 0.09
H -9.4881 1.9433 4.3086 0.08
C 1.8392 -2.7846 9.9316 -0.18
C 0.8321 -2.9407 8.7437 -0.27
O -0.0603 -3.9902 8.8454 -0.05
O 1.5256 -1.7479 10.9313 -0.10
H 2.8246 -2.5151 9.5517 0.11
H 1.8989 -3.7187 10.4902 0.11
H 1.4550 -3.1737 7.8801 0.11
H 0.3593 -2.0299 8.3762 0.12
H -0.8628 -3.6168 9.2172 0.09
H 1.2636 -2.1381 11.7684 0.07
C -1.8176 -7.9815 4.0186 -0.31
C -1.9172 -9.0067 2.8720 -0.24
O -1.1293 -8.6045 1.7675 -0.07
O -0.7491 -8.0946 4.8533 -0.03
H -2.7768 -8.0884 4.5251 0.11
H -1.9258 -6.9940 3.5701 0.12
H -2.9462 -9.1553 2.5446 0.12
H -1.5769 -9.9566 3.2843 0.12
H -0.2355 -8.6657 2.1125 0.08
H -0.7901 -7.3459 5.4527 0.10
```

---

Version 2
Molecular formula: C45H117N3O24
Method: DFT, the ωB97M-V functional and the def2-TZVPD basis

```
189
Properties=species:S:1:pos:R:3:lowdin_charge:R:1
O -5.1183 1.5982 -1.6291 -0.06
H -5.3593 2.3210 -2.2226 0.01
H -4.8871 2.0312 -0.8006 0.01
O -1.8089 2.2369 -5.3912 -0.08
H -1.0265 2.4377 -4.8496 0.02
H -1.8262 2.9287 -6.0611 0.09
O -0.9968 2.1126 3.7502 -0.04
H -0.4221 2.0563 4.5190 0.05
H -0.4193 2.3992 3.0241 0.02
C -4.6373 4.6672 4.1563 -0.03
C -5.0071 3.1988 4.4358 -0.49
C -6.4858 3.1204 4.8348 -0.15
C -7.1143 1.7341 4.8622 -0.18
C -6.9695 1.1090 3.4772 -0.13
C -5.4751 1.1183 3.0139 -0.50
N -4.8120 2.3927 3.2050 -0.11
O -3.5576 2.4249 2.5459 -0.02
C -4.7066 -0.0094 3.7180 -0.04
C -5.5278 0.8172 1.4927 -0.04
C -4.2036 2.6235 5.6114 -0.03
H -3.5734 4.7492 3.9343 0.08
H -4.9370 5.3604 4.9422 0.08
H -5.1840 5.0068 3.2736 0.08
H -6.7544 3.6460 5.7557 0.12
H -7.0900 3.6996 4.1248 0.12
H -8.1689 1.8464 5.1167 0.11
H -6.6320 1.0283 5.5417 0.10
H -7.5612 1.6510 2.7352 0.12
H -7.2951 0.0706 3.4100 0.12
H -4.6355 0.1220 4.7957 0.06
H -5.1973 -0.9845 3.6199 0.08
H -3.7397 -0.1808 3.2413 0.08
H -5.9932 1.7146 1.0801 0.08
H -4.5383 0.7806 1.0338 0.06
H -6.0439 -0.1021 1.2246 0.10
H -3.1966 2.3014 5.3492 0.07
H -4.7597 1.7613 5.9775 0.06
H -4.1413 3.2544 6.5017 0.09
H -2.9009 2.3474 3.2599 0.04
C 2.9478 -0.7975 -1.4276 0.00
C 1.6480 -0.5845 -0.6221 -0.45
C 1.8332 0.6876 0.2147 -0.13
C 0.5596 1.1852 0.8728 -0.16
C -0.4289 1.4860 -0.2593 -0.11
C -0.7729 0.2110 -1.0787 -0.47
N 0.4996 -0.4108 -1.4921 -0.10
O 0.3223 -1.4964 -2.3770 -0.01
C -1.6340 -0.7692 -0.2739 -0.01
C -1.5198 0.7402 -2.3024 -0.02
C 1.4007 -1.8103 0.2986 -0.01
H 2.8454 -1.6279 -2.1241 0.05
H 3.8271 -0.8769 -0.7938 0.07
H 3.0666 0.0242 -2.1419 0.07
H 2.6855 0.5986 0.8936 0.05
H 2.1877 1.4013 -0.5406 0.11
H 0.8106 2.0871 1.4332 0.03
H 0.1936 0.4104 1.5482 0.11
H -0.0575 2.3137 -0.8711 0.11
H -1.3207 1.9681 0.1563 0.12
H -2.6631 -0.4014 -0.2314 0.08
H -1.6864 -1.7329 -0.7840 0.09
H -1.3067 -0.9443 0.7483 0.05
H -0.9461 1.4731 -2.8678 0.06
H -1.9070 -0.0370 -2.9632 0.09
H -2.4122 1.2397 -1.9126 0.07
H 2.2584 -2.1984 0.8578 0.07
H 1.1317 -2.6952 -0.2853 0.06
H 0.5790 -1.6804 0.9983 0.04
H 0.7607 -1.2048 -3.1864 0.09
C -2.6457 -4.5410 5.8700 -0.04
C -2.0326 -4.0185 4.5592 -0.50
C -0.9685 -3.0317 5.0441 -0.13
C -0.0148 -2.5703 3.9380 -0.18
C 0.6292 -3.8119 3.3724 -0.14
C -0.3948 -4.8134 2.7996 -0.48
N -1.3828 -5.1284 3.8506 -0.12
O -2.2079 -6.2297 3.6090 0.01
C -1.0765 -4.3206 1.5214 -0.03
C 0.3506 -6.0983 2.3568 -0.03
C -3.1169 -3.2818 3.7279 -0.02
H -3.6165 -5.0152 5.6849 0.08
H -2.8583 -3.7597 6.5966 0.08
H -2.0683 -5.3950 6.2242 0.09
H -1.4242 -2.1376 5.4725 0.12
H -0.3814 -3.5385 5.8128 0.12
H 0.7775 -1.8683 4.2150 0.10
H -0.5149 -1.9918 3.1531 0.09
H 1.0639 -4.3637 4.2118 0.13
H 1.3984 -3.5664 2.6399 0.10
H -0.6661 -4.6685 0.5696 0.08
H -2.1184 -4.6470 1.4652 0.08
H -1.0573 -3.2365 1.3872 0.05
H -0.1995 -6.7304 1.6651 0.08
H 1.3162 -5.7665 1.9688 0.08
H 0.6319 -6.7270 3.2067 0.09
H -3.8110 -4.0130 3.3031 0.08
H -2.6965 -2.8002 2.8449 0.06
H -3.6594 -2.5750 4.3510 0.07
H -2.8407 -5.9361 2.9303 0.09
C 3.3847 0.2924 3.5290 -0.23
C 4.1215 0.3788 2.2278 -0.24
O 4.1873 -0.8525 1.5234 -0.05
O 4.1972 -0.2216 4.5664 -0.04
H 2.5436 -0.4027 3.4217 0.12
H 2.9611 1.2864 3.7206 0.12
H 5.1121 0.8349 2.2195 0.13
H 3.4225 1.0133 1.6657 0.06
H 4.0993 -1.5989 2.1225 0.10
H 3.7225 -0.3593 5.3888 0.09
C -5.5898 -0.9257 -5.8389 -0.23
C -4.3059 -0.2168 -5.4565 -0.23
O -4.4895 1.1979 -5.4115 -0.11
O -6.6550 -0.3250 -5.0979 -0.07
H -5.4536 -1.9704 -5.5485 0.12
H -5.8876 -0.8234 -6.8871 0.11
H -3.4365 -0.4960 -6.0547 0.12
H -4.1095 -0.5946 -4.4459 0.12
H -3.6110 1.5978 -5.3378 0.02
H -6.2766 0.4881 -4.7366 0.07
C -2.4031 3.9506 -3.7871 -0.25
C -3.8074 3.6121 -4.2853 -0.21
O -4.7767 4.0812 -3.3524 -0.06
O -2.1286 5.3436 -3.6790 -0.05
H -1.6330 3.4996 -4.4119 0.03
H -2.2356 3.4508 -2.8258 0.12
H -3.8913 2.5254 -4.2848 0.08
H -3.9830 4.1197 -5.2375 0.14
H -4.4533 4.8984 -2.9667 0.07
H -2.7039 5.8292 -3.0843 0.07
C 7.7120 -0.3344 -2.0534 -0.22
C 8.4601 -0.3937 -3.3523 -0.22
O 8.4795 0.9058 -3.9818 -0.06
O 6.3172 -0.5671 -2.1563 -0.09
H 7.9949 0.5720 -1.5185 0.12
H 8.1063 -1.1162 -1.3924 0.13
H 8.1186 -1.1220 -4.0916 0.11
H 9.4798 -0.7248 -3.1224 0.12
H 8.4105 0.7279 -4.9232 0.08
H 6.0579 -1.3507 -2.6724 0.05
C 4.0216 -1.4464 -4.9134 -0.21
C 5.1438 -2.4803 -4.9047 -0.18
O 5.5025 -2.7421 -3.5245 -0.09
O 2.8105 -2.1376 -4.5894 -0.07
H 3.9601 -1.0985 -5.9446 0.12
H 4.2492 -0.6084 -4.2526 0.11
H 6.0447 -2.0030 -5.3115 0.11
H 5.0101 -3.4192 -5.4370 0.13
H 5.8049 -3.6443 -3.4029 0.10
H 2.9178 -2.7063 -3.8139 0.04
C 1.0393 4.3077 1.3228 -0.18
C 2.0932 4.2594 0.2251 -0.23
O 3.2358 5.0164 0.5597 -0.05
O 1.2639 3.2905 2.3041 -0.13
H 0.0672 4.1134 0.8665 0.12
H 1.0030 5.2969 1.7818 0.13
H 1.6679 4.5856 -0.7240 0.13
H 2.3939 3.2172 0.0667 0.09
H 3.7875 4.6426 1.2483 0.07
H 2.0320 3.5236 2.8343 0.11
C 2.1732 -4.9982 -1.6001 -0.23
C 1.8137 -6.4182 -1.9774 -0.25
O 2.8520 -7.3476 -1.7127 -0.06
O 3.0916 -4.4284 -2.5179 -0.07
H 2.5697 -4.9102 -0.5851 0.12
H 1.2372 -4.4409 -1.6454 0.11
H 1.5548 -6.4738 -3.0423 0.13
H 0.8801 -6.7097 -1.4771 0.12
H 2.5539 -8.1750 -2.1009 0.09
H 3.8792 -4.9747 -2.5825 0.09
C 6.3554 2.7882 0.1795 -0.19
C 5.2952 2.0306 -0.6258 -0.23
O 5.4866 1.9921 -2.0156 -0.07
O 7.3468 1.9645 0.8324 -0.08
H 5.8810 3.3557 0.9797 0.10
H 6.9000 3.4629 -0.4817 0.13
H 4.3705 2.6034 -0.4713 0.10
H 4.9844 1.0634 -0.2209 0.10
H 5.9388 1.1476 -2.2043 0.05
H 8.2001 2.0685 0.4079 0.07
C 2.8096 2.4369 -4.2661 -0.28
C 1.6922 2.9968 -5.1390 -0.20
O 0.5396 3.3401 -4.3633 -0.09
O 3.5919 3.4031 -3.6487 -0.04
H 3.3743 1.7723 -4.9419 0.11
H 2.3539 1.7144 -3.5737 0.11
H 1.4018 2.2915 -5.9152 0.12
H 2.1031 3.8787 -5.6432 0.13
H 0.8409 4.0794 -3.8209 0.11
H 4.2083 2.9417 -3.0566 0.05
```

---

Most stable structure: version 2